1.
# C2H8N2S

2 unconnected molecules or ions with the total composition C2H8N2S (the ωB97M-V functional and the def2-TZVPD basis, OMol25).

```
13
Properties=species:S:1:pos:R:3:mulliken_charge:R:1
N -0.93 -0.12 2.74 -0.455
C -0.60 -0.07 1.39 0.104
N 0.22 -0.78 0.73 -0.478
H -0.64 -0.95 3.26 0.226
H -1.84 0.19 3.02 0.234
H -0.99 0.89 0.92 0.256
H -0.28 -1.07 -1.42 0.128
H 0.47 -1.50 1.48 0.142
C 1.04 0.75 -2.41 -0.695
S -0.58 -0.09 -2.34 -0.241
H 1.85 0.06 -2.27 0.261
H 1.16 1.14 -3.44 0.286
H 1.11 1.55 -1.66 0.230
```

Energy above the lowest of the compared OMol25 structures with the same formula, charge and spin   6.6 kcal/mol
Maximum force   2.97 eV Å⁻¹
LUMO   0.9030 eV
Charge   0
HOMO level   -8.4 eV
SMILES   [H]/N=C\N.CS



2.
# C29H46InN5O2SSi2Te

A molecular structure, C29H46InN5O2SSi2Te (the ωB97M-V functional and the def2-TZVPD basis, OMol25).

```
87
Properties=species:S:1:pos:R:3:mulliken_charge:R:1
In 0.02 -0.73 1.13 0.781
C 2.66 -0.98 2.78 -1.387
N 2.30 -0.31 1.50 0.702
C 3.01 -0.92 0.34 -1.535
C 2.68 -2.39 0.26 0.606
C 3.63 -3.38 0.16 -0.665
C 3.20 -4.70 0.03 -0.786
C 1.83 -4.96 0.00 -0.975
C 0.95 -3.89 0.12 -0.664
N 1.37 -2.63 0.25 0.599
C 2.59 1.14 1.60 -1.722
C 1.46 1.91 2.26 0.593
C 1.59 3.28 2.49 -0.920
C 0.55 3.94 3.12 -0.438
C -0.57 3.22 3.51 -0.872
C -0.63 1.88 3.23 -0.410
N 0.38 1.23 2.62 0.237
C 1.72 -2.03 3.35 0.771
C 2.16 -2.92 4.31 -1.088
C 1.26 -3.81 4.87 -0.441
C -0.06 -3.80 4.45 -0.912
C -0.43 -2.89 3.48 -0.254
N 0.44 -2.03 2.95 0.203
H 2.74 -0.20 3.55 0.683
H 3.66 -1.41 2.69 0.516
H 4.09 -0.78 0.45 1.369
H 1.67 -0.43 -1.20 -0.091
H 4.68 -3.13 0.16 0.610
H 3.91 -5.50 -0.06 0.500
H 1.46 -5.96 -0.10 0.564
H -0.12 -4.05 0.13 0.523
H 2.79 1.53 0.61 0.626
H 3.50 1.29 2.19 0.580
H 2.48 3.80 2.17 0.552
H 0.62 5.00 3.31 0.486
H -1.40 3.70 4.02 0.478
H -1.49 1.28 3.49 0.502
H 3.20 -2.91 4.62 0.534
H 1.59 -4.51 5.63 0.466
H -0.79 -4.48 4.86 0.485
H -1.45 -2.84 3.11 0.509
O 5.04 -0.56 -1.55 -0.483
S 3.74 -0.23 -2.16 0.376
N 2.62 -0.24 -0.87 0.229
C 0.68 4.91 -1.22 -0.870
Si -0.20 4.09 -2.65 0.175
C 0.63 4.42 -4.27 -1.066
C -2.00 4.58 -2.67 -0.982
C -0.08 2.21 -2.34 -0.621
Te -1.13 1.63 -0.58 0.143
C -2.75 0.72 -1.59 -0.189
Si -4.26 0.37 -0.50 0.025
C -3.74 -0.77 0.90 -0.525
C -4.87 1.99 0.18 -1.020
C -5.54 -0.45 -1.58 -1.044
H 0.47 5.99 -1.19 0.442
H 1.76 4.79 -1.29 0.312
H 0.35 4.50 -0.26 0.114
H 0.58 5.47 -4.54 0.344
H 0.16 3.85 -5.08 0.329
H 1.69 4.14 -4.24 0.331
H -2.10 5.65 -2.82 0.386
H -2.50 4.34 -1.72 0.299
H -2.55 4.08 -3.47 0.330
H 0.97 1.92 -2.21 0.090
H -0.50 1.62 -3.15 0.561
H -2.36 -0.18 -2.07 -0.171
H -3.02 1.44 -2.36 0.438
H -3.20 -0.22 1.68 0.088
H -3.08 -1.57 0.54 0.063
H -4.61 -1.23 1.36 0.522
H -4.10 2.50 0.77 0.298
H -5.74 1.85 0.82 0.356
H -5.16 2.66 -0.63 0.319
H -5.20 -1.42 -1.95 0.325
H -5.78 0.17 -2.44 0.343
H -6.46 -0.62 -1.02 0.334
C -1.29 -3.09 -2.95 -1.243
C -0.07 -2.23 -2.80 0.741
C 1.08 -2.53 -3.71 -1.098
O -0.03 -1.33 -1.98 -0.035
H -1.53 -3.26 -4.00 0.462
H -2.14 -2.65 -2.43 0.106
H -1.09 -4.08 -2.52 0.357
H 0.82 -2.23 -4.72 0.423
H 1.28 -3.61 -3.75 0.377
H 1.98 -2.00 -3.40 -0.006
```

Energy above the lowest of the compared OMol25 structures with the same formula, charge and spin   41.9 kcal/mol
Maximum force   0.65 eV Å⁻¹
LUMO (spin up / spin down)   -5.5042 / -6.3906 eV
Charge   +2
HOMO level (spin up / spin down)   -11.9 / -13.0 eV



Number 1: M 92.17 g mol⁻¹. Number 2: M 827.38 g mol⁻¹.